# 1
Density functional theory data (wB97M-V/def2-TZVPD) for a structure of composition C29H25ClIN6O6Ti.

Each line ends with the Löwdin spin population.
Atoms and positions in Å:
Ti1 0.5331 -0.2393 -0.2472  0.915
C1 3.5358 -3.6001 -0.6682  -0.003
C2 3.6872 -2.7438 0.5561  0.028
N1 4.7932 -2.9197 1.2997  0.137
C3 4.9215 -2.1002 2.3523  -0.014
C4 4.0185 -1.1291 2.7336  0.081
C5 4.3505 -0.2862 3.9217  0.014
O1 3.4987 -0.5178 5.0580  0.011
C6 2.8150 -0.9595 1.9856  0.048
C7 1.8234 -0.0327 2.4046  0.276
N2 0.6080 0.1486 1.8114  0.195
C8 -0.1974 1.1787 2.3106  0.017
C9 0.3289 2.4349 2.6216  0.022
C10 -0.4790 3.4849 3.0368  0.000
C11 -1.8479 3.3078 3.1685  0.023
C12 -2.3909 2.0551 2.9131  -0.001
C13 -1.5790 1.0076 2.5081  0.023
I1 -2.4407 -0.8817 2.3519  0.009
C14 2.7114 -1.8084 0.8483  0.086
O2 1.6341 -1.7300 0.0289  0.035
H1 4.3758 -4.2913 -0.7210  0.000
H2 3.5219 -2.9906 -1.5749  0.000
H3 2.6021 -4.1701 -0.6560  0.000
H4 5.8247 -2.2207 2.9464  -0.004
H5 4.2455 0.7760 3.6911  0.003
H6 5.3927 -0.4663 4.2006  0.001
H7 3.3073 -1.4615 5.0618  0.001
H8 2.0060 0.5070 3.3275  0.014
H9 1.3937 2.5868 2.4895  0.002
H10 -0.0326 4.4508 3.2407  0.000
H11 -2.4891 4.1238 3.4776  0.002
H12 -3.4505 1.8809 3.0483  0.000
O3 -4.1808 -0.6040 -3.4583  0.000
C15 -3.6799 -1.8282 -3.3806  0.000
O4 -4.0391 -2.7291 -4.0969  0.000
C16 -2.6586 -2.0563 -2.3154  0.002
C17 -2.0594 -3.2753 -2.0727  0.011
N3 -1.1090 -3.0474 -1.1450  0.005
N4 -1.0584 -1.7758 -0.7772  0.002
C18 -1.9835 -1.1648 -1.4795  0.016
C19 -2.0481 0.3388 -1.3305  0.011
O5 -2.9460 0.9855 -1.8572  0.020
O6 -1.0914 0.7874 -0.6226  0.002
H13 -3.7803 0.0023 -2.7803  0.000
H14 -2.2483 -4.2467 -2.4970  0.001
H15 -0.4836 -3.6973 -0.6934  0.000
Cl1 3.5379 1.4136 -3.3925  0.000
C20 2.3189 2.5300 -2.7800  -0.002
C21 1.9397 3.5503 -3.6479  0.000
C22 1.0109 4.4942 -3.2452  -0.002
C23 0.4812 4.3996 -1.9587  0.000
C24 0.8763 3.3779 -1.1139  -0.001
C25 1.8083 2.3894 -1.4845  0.000
C26 2.1470 1.2808 -0.5597  0.002
H16 2.3894 3.5941 -4.6321  0.000
H17 0.7142 5.2905 -3.9166  0.000
H18 -0.2540 5.1188 -1.6161  0.000
H19 0.4240 3.2987 -0.1299  0.000
H20 2.3732 1.6882 0.4287  0.006
H21 3.0082 0.7217 -0.9241  0.000
N5 -0.0338 -0.3722 -4.6019  0.003
C27 0.5516 -1.6119 -4.4482  0.000
C28 1.0268 -1.6265 -3.1776  0.002
N6 0.7412 -0.4238 -2.5495  0.001
C29 0.0901 0.2893 -3.4375  0.005
H22 -0.5500 -0.0436 -5.3985  0.000
H23 0.5743 -2.3428 -5.2366  0.000
H24 1.5700 -2.3992 -2.6600  0.000
H25 -0.2627 1.2994 -3.2869  0.000

Values from the calculation:
spin multiplicity: 3
LUMO level (alpha / beta): 0.079 / 0.079 Ha
F_max: 2.0 eV Å⁻¹
total charge: -1
electronic energy: -3507.67499 Eh
highest occupied orbital energy (alpha / beta): -2.8 / -4.9 eV
orbital gap (alpha / beta): 4.95 / 7.04 eV

# 2
Density functional theory data (wB97M-V/def2-TZVPD) for a structure of composition C29H25ClPV.

Each line ends with the Löwdin spin population.
Atoms and positions in Å:
C1 -0.9500 -1.4877 2.0094  0.033
C2 -0.6895 -1.4437 0.6026  0.021
C3 0.6563 -1.8953 0.4028  0.016
H1 -1.3870 -1.1147 -0.1649  0.005
C4 1.2143 -2.2034 1.6821  0.026
C5 0.2412 -1.9268 2.6800  0.042
H2 0.3427 -2.1256 3.7449  0.009
H3 -1.8647 -1.2348 2.5137  0.005
H4 1.1833 -2.0015 -0.5449  0.001
H5 2.1855 -2.6341 1.8755  0.003
V1 0.5872 -0.2350 1.6414  1.935
Cl1 2.1146 0.9344 0.2667  0.002
P1 -0.0524 0.4422 -3.2711  0.000
C6 1.2009 -0.7411 -3.7152  0.000
C7 0.9714 -1.6368 -4.7881  0.000
H6 -0.0055 -1.6373 -5.2773  0.000
C8 1.9950 -2.4676 -5.2276  0.000
H7 1.8232 -3.1300 -6.0820  0.000
C9 3.2363 -2.4559 -4.5659  0.000
H8 4.0323 -3.1138 -4.9141  0.000
C10 3.4494 -1.6336 -3.4451  0.000
H9 4.4163 -1.6609 -2.9212  0.000
C11 2.4284 -0.8005 -2.9961  0.000
H10 2.5683 -0.1799 -2.1068  0.000
C12 -1.7496 -0.0681 -3.5038  0.000
C13 -2.1186 -1.4254 -3.2794  0.000
H11 -1.3773 -2.1405 -2.9118  0.000
C14 -3.4146 -1.8506 -3.5722  0.000
H12 -3.6908 -2.9070 -3.4545  0.000
C15 -4.3706 -0.9166 -4.0082  0.000
H13 -5.3828 -1.2497 -4.2491  0.000
C16 -4.0554 0.4539 -4.0808  0.000
H14 -4.8309 1.1849 -4.3499  0.000
C17 -2.7611 0.8850 -3.7977  0.000
H15 -2.5063 1.9455 -3.8355  0.000
C18 0.3722 2.1382 -3.5568  0.000
C19 0.9685 2.4877 -4.7994  0.000
H16 1.2317 1.6949 -5.5003  0.000
C20 1.1693 3.8278 -5.1102  0.000
H17 1.5945 4.0992 -6.0832  0.000
C21 0.8275 4.8203 -4.1706  0.000
H18 0.9812 5.8700 -4.4315  0.000
C22 0.3227 4.4811 -2.9048  0.000
H19 0.0889 5.2700 -2.1791  0.000
C23 0.1286 3.1389 -2.5746  0.000
H20 -0.2180 2.8559 -1.5771  0.000
C24 -2.3426 3.6997 2.8414  0.008
C25 -2.7378 2.9579 1.7218  -0.004
C26 -1.9061 1.9372 1.2196  -0.003
C27 -0.7176 1.6516 1.8850  -0.085
C28 -0.2604 2.4489 2.9310  -0.005
C29 -1.0964 3.4565 3.4346  -0.005
H21 -2.9972 4.4674 3.2607  0.000
H22 -3.6917 3.1698 1.2450  -0.001
H23 -2.2118 1.3914 0.3160  -0.001
H24 0.7320 2.3101 3.3719  -0.001
H25 -0.7622 4.0415 4.2928  -0.001

Values from the calculation:
spin multiplicity: 3
LUMO level (alpha / beta): -0.040 / -0.017 Ha
F_max: 10.8 eV Å⁻¹
total charge: 0
electronic energy: -2865.52053 Eh
highest occupied orbital energy (alpha / beta): -6.6 / -6.6 eV
orbital gap (alpha / beta): 5.52 / 6.14 eV

# 3
Density functional theory data (wB97M-V/def2-TZVPD) for a structure of composition C29H25FN3O2RhSe.

Each line ends with the natural charge from an NBO analysis.
Atoms and positions in Å:
Rh1 0.1481 -0.1435 -0.3786  0.706
C1 -2.0177 -1.2699 -3.2355  -0.657
C2 -3.0692 -1.3532 -2.1708  0.024
C3 -4.1350 -2.2368 -2.2923  -0.233
C4 -5.1383 -2.2847 -1.3379  -0.225
C5 -5.0943 -1.4100 -0.2644  -0.242
C6 -4.0491 -0.5033 -0.1168  0.001
C7 -4.0865 0.5028 0.9988  -0.646
C8 -3.0069 -0.5086 -1.0546  0.170
N1 -1.8882 0.3484 -0.8967  -0.622
C9 -2.1237 1.6572 -1.0484  0.600
O1 -3.1871 2.2188 -1.3618  -0.721
C10 -0.9012 2.5174 -0.8429  0.142
C11 -0.8852 3.8984 -0.9416  -0.220
C12 0.3263 4.5586 -0.7763  -0.201
C13 1.4894 3.8376 -0.5365  -0.223
C14 1.4007 2.4584 -0.4456  0.129
N2 0.2217 1.8569 -0.5835  -0.396
C15 2.5729 1.5286 -0.2425  0.592
O2 3.7141 2.0180 -0.1922  -0.717
N3 2.2146 0.2415 -0.1667  -0.637
C16 3.2705 -0.7082 -0.1698  0.285
C17 3.9543 -0.9616 -1.3631  -0.021
C18 3.5408 -0.2587 -2.6229  -0.639
C19 4.9900 -1.8866 -1.3692  -0.233
C20 5.3448 -2.5641 -0.2127  -0.238
C21 4.6412 -2.3242 0.9566  -0.219
C22 3.5965 -1.4076 0.9928  -0.018
C23 2.8006 -1.1923 2.2437  -0.638
H1 -2.2527 -1.9474 -4.0599  0.186
H2 -1.0466 -1.5495 -2.8182  0.277
H3 -1.9448 -0.2506 -3.6252  0.205
H4 -4.1684 -2.9001 -3.1504  0.188
H5 -5.9557 -2.9909 -1.4364  0.183
H6 -5.8894 -1.4165 0.4748  0.184
H7 -4.8208 0.2103 1.7527  0.188
H8 -4.3597 1.4811 0.5961  0.235
H9 -3.1164 0.6084 1.4806  0.238
H10 -1.8104 4.4182 -1.1483  0.233
H11 0.3654 5.6398 -0.8448  0.197
H12 2.4567 4.3078 -0.4257  0.233
H13 2.4642 -0.3711 -2.7741  0.238
H14 4.0610 -0.6784 -3.4864  0.189
H15 3.7664 0.8091 -2.5636  0.219
H16 5.5121 -2.0871 -2.2997  0.184
H17 6.1508 -3.2898 -0.2277  0.184
H18 4.8890 -2.8695 1.8618  0.185
H19 3.1913 -1.8062 3.0583  0.188
H20 1.7591 -1.4666 2.0593  0.262
H21 2.8132 -0.1446 2.5514  0.213
Se1 0.2752 -2.4985 -0.5770  -1.008
F1 -1.1770 0.3633 5.6093  -0.376
C24 -0.8808 0.2738 4.2723  0.417
C25 -0.0276 1.1951 3.7128  -0.337
C26 0.2736 1.0855 2.3554  -0.265
C27 -0.2714 0.0874 1.5481  -0.031
C28 -1.1415 -0.8210 2.1711  -0.243
C29 -1.4443 -0.7391 3.5246  -0.335
H22 0.4032 1.9785 4.3248  0.204
H23 0.9739 1.8028 1.9455  0.204
H24 -1.5799 -1.6118 1.5763  0.250
H25 -2.1121 -1.4516 3.9937  0.208

Values from the calculation:
spin multiplicity: 1
LUMO level: 0.176 Ha
F_max: 0.3 eV Å⁻¹
total charge: -2
electronic energy: -4046.81928 Eh
highest occupied orbital energy: -0.1 eV
orbital gap: 4.90 eV